No. 1
Entry from OMol25: an isolated molecule of C6H12O (ωB97M-V with the def2-TZVPD basis set).

Computed properties:
Relative energy (zero: lowest compared OMol25 entry of this formula, charge and spin) (kJ/mol): 145.88
SMILES: CCC[C@H]1C[C@H]1O
Multiplicity: 1
Gap between HOMO and LUMO (eV): 10.211
LUMO level (eV): 0.92

Last columns: bonded neighbours and bond lengths (Å).
Positions of all 19 atoms, in Å:
1 C -1.489 0.967 -0.521  C2 1.535, H8 1.097, H9 1.093, H10 1.091
2 C -1.548 0.225 0.821  C1 1.535, C3 1.536, H11 1.096, H12 1.099
3 C -0.396 -0.780 0.978  C2 1.536, C4 1.513, H13 1.097, H14 1.101
4 C 0.934 -0.127 0.676  C3 1.513, C5 1.510, C6 1.520, H15 1.094
5 C 2.107 -0.865 0.075  C4 1.510, C6 1.485, H16 1.088, H17 1.084
6 C 1.426 0.182 -0.729  C4 1.520, C5 1.485, O7 1.413, H18 1.089
7 O 0.815 -0.315 -1.903  C6 1.413, H19 0.966
8 H -0.877 1.875 -0.447  C1 1.097
9 H -1.034 0.330 -1.284  C1 1.093
10 H -2.478 1.254 -0.883  C1 1.091
11 H -2.502 -0.307 0.913  C2 1.096
12 H -1.514 0.947 1.648  C2 1.099
13 H -0.554 -1.630 0.304  C3 1.097
14 H -0.389 -1.186 2.001  C3 1.101
15 H 1.206 0.636 1.411  C4 1.094
16 H 1.894 -1.869 -0.284  C5 1.088
17 H 3.120 -0.707 0.426  C5 1.084
18 H 1.891 1.159 -0.851  C6 1.089
19 H 0.572 0.427 -2.470  O7 0.966


No. 2
Entry from OMol25: an isolated molecule of C6H12O (ωB97M-V with the def2-TZVPD basis set).

Computed properties:
Relative energy (zero: lowest compared OMol25 entry of this formula, charge and spin) (kJ/mol): 117.63
SMILES: CCC[C@H]1C[C@H]1O
Multiplicity: 1
Gap between HOMO and LUMO (eV): 10.633
LUMO level (eV): 1.04

Last columns: bonded neighbours and bond lengths (Å).
Positions of all 19 atoms, in Å:
1 C 0.556 1.868 1.016  C2 1.529, H8 1.097, H9 1.099, H10 1.095
2 C 0.442 0.470 1.625  C1 1.529, C3 1.534, H11 1.098, H12 1.099
3 C -0.499 -0.479 0.873  C2 1.534, C4 1.516, H13 1.098, H14 1.097
4 C 0.103 -1.178 -0.331  C3 1.516, C5 1.511, C6 1.506, H15 1.091
5 C -0.813 -1.685 -1.420  C4 1.511, C6 1.490, H16 1.088, H17 1.086
6 C 0.113 -0.552 -1.701  C4 1.506, C5 1.490, O7 1.398, H18 1.092
7 O -0.498 0.688 -1.909  C6 1.398, H19 0.966
8 H 1.077 1.853 0.050  C1 1.097
9 H -0.434 2.318 0.862  C1 1.099
10 H 1.121 2.544 1.667  C1 1.095
11 H 0.079 0.578 2.655  C2 1.098
12 H 1.439 0.016 1.700  C2 1.099
13 H -1.391 0.081 0.564  C3 1.098
14 H -0.842 -1.258 1.566  C3 1.097
15 H 0.964 -1.811 -0.109  C4 1.091
16 H -1.861 -1.410 -1.329  C5 1.088
17 H -0.629 -2.651 -1.882  C5 1.086
18 H 0.976 -0.758 -2.337  C6 1.092
19 H 0.097 1.365 -1.560  O7 0.966


Number 1: energy -8462.8420 eV. Number 2: energy -8463.1348 eV.